Entry 1:
Molecular formula: C4H10N2
Method: DFT, ωB97M-V/def2-TZVPD

Properties
- Electronic energy: -267.84573 hartree
- Charge: 0
- 2S+1: 1
- Maximum force: 1.1 eV Å⁻¹
- Molar mass: 86.14 g mol⁻¹
- Structure (SMILES): C=CN.C=NC

Each line ends with the Mulliken charge.
Element x y z (Å)
C: 0.37461 -1.00468 -1.95501  -0.9112
C: 1.50378 -0.56807 -1.40212  0.0357
N: 2.63738 -0.28619 -2.20196  -0.4961
H: 0.39272 -1.53559 -2.89956  0.2696
H: -0.51518 -1.13678 -1.35957  0.2699
H: 1.65679 -0.42097 -0.33595  0.3944
H: 2.37215 -0.38612 -3.17283  0.2280
H: 3.47256 -0.80784 -2.00824  0.2175
C: -1.58889 0.46217 2.89509  -0.6822
C: -1.30210 1.10075 0.67171  -0.3121
N: -0.82426 0.45100 1.64086  -0.2964
H: -2.62516 0.79863 2.76487  0.3153
H: -1.67632 -0.57225 3.24559  0.2348
H: -1.00775 1.06881 3.58119  0.2256
H: -0.65426 1.14846 -0.20171  0.2405
H: -2.21607 1.68868 0.73764  0.2667

---

Entry 2:
Molecular formula: C4H10N2
Method: DFT, ωB97M-V/def2-TZVPD

Properties
- Electronic energy: -267.73242 hartree
- Charge: 0
- 2S+1: 1
- Maximum force: 2.1 eV Å⁻¹
- Molar mass: 86.14 g mol⁻¹

Each line ends with the Mulliken charge.
Element x y z (Å)
C: -1.70017 -1.18927 0.25538  -0.6596
C: 1.55859 -0.95021 -0.42208  -0.7481
C: -0.08009 2.04959 0.07696  -0.7779
N: 0.75110 -0.82761 0.76654  -0.3636
C: -1.38639 0.08987 -0.14159  0.0363
N: -0.62754 0.84041 0.64522  -0.3556
H: 1.26838 -1.25660 1.54478  0.1769
H: -1.61641 -1.48917 1.28699  0.2696
H: -2.18335 -1.87768 -0.42452  0.2925
H: -1.55333 0.38381 -1.18216  0.3414
H: 1.98184 -1.95630 -0.55405  0.3321
H: 0.95849 -0.71754 -1.30934  0.2744
H: 2.41365 -0.25574 -0.40251  0.2775
H: -0.67998 2.90265 0.41231  0.3171
H: 0.92785 2.19725 0.46949  0.2652
H: -0.03264 2.05654 -1.02141  0.3217

---

Entry 3:
Molecular formula: C4H10N2
Method: DFT, ωB97M-V/def2-TZVPD

Properties
- Electronic energy: -267.83375 hartree
- Charge: 0
- 2S+1: 1
- Maximum force: 2.4 eV Å⁻¹
- Molar mass: 86.14 g mol⁻¹
- Structure (SMILES): C=CN.C=NC

Each line ends with the Mulliken charge.
Element x y z (Å)
C: -0.83687 -0.71335 -2.19869  -0.7422
C: -1.82720 -0.50932 -1.33689  0.0330
N: -3.19322 -0.27630 -1.53866  -0.5096
H: -0.61655 -0.21859 -3.14173  0.2713
H: 0.10297 -1.00747 -1.76689  0.2160
H: -1.72359 -0.97092 -0.35429  0.2368
H: -3.32727 0.35118 -2.33008  0.2399
H: -3.63771 0.18738 -0.75640  0.2522
C: 1.22522 0.91912 2.25557  -0.6859
C: 2.77482 -0.26743 0.95198  -0.2646
N: 2.40858 0.84870 1.40549  -0.4083
H: 1.54908 1.01230 3.28738  0.2922
H: 0.81949 1.91409 2.06264  0.2598
H: 0.44286 0.20603 2.03151  0.2756
H: 3.53477 -0.26306 0.19223  0.2750
H: 2.30461 -1.21235 1.23682  0.2587

---

Entry 4:
Molecular formula: C4H10N2
Method: DFT, ωB97M-V/def2-TZVPD

Properties
- Electronic energy: -267.87896 hartree
- Charge: 0
- 2S+1: 1
- Maximum force: 0.9 eV Å⁻¹
- Molar mass: 86.14 g mol⁻¹
- Structure (SMILES): [H]/N=C/N.C=CC

Each line ends with the Mulliken charge.
Element x y z (Å)
C: 0.47352 1.55645 0.90897  -0.5261
C: -0.55287 2.10587 1.85916  0.0535
C: -1.84057 1.79021 1.89428  -0.7254
H: 0.07033 0.68767 0.40151  -0.0839
H: 0.79182 2.29783 0.17430  0.2682
H: 1.36321 1.31376 1.47674  0.2976
H: -0.14758 2.67645 2.69948  0.2592
H: -2.47687 2.19591 2.66189  0.2488
H: -2.27243 1.11335 1.17368  0.2294
N: 0.74753 -1.81114 -2.82821  -0.4022
C: 0.56161 -2.26724 -1.56985  0.4039
N: 0.84202 -3.44087 -1.16690  -0.7127
H: 1.14376 -2.33003 -3.59074  0.2218
H: 0.55534 -0.84695 -3.02436  0.1965
H: 0.14169 -1.52917 -0.88454  0.0253
H: 0.59947 -3.51207 -0.18540  0.2461

---

Entry 5:
Molecular formula: C4H10N2
Method: DFT, ωB97M-V/def2-TZVPD

Properties
- Electronic energy: -267.79787 hartree
- Charge: 0
- 2S+1: 1
- Maximum force: 3.9 eV Å⁻¹
- Molar mass: 86.14 g mol⁻¹

Each line ends with the Mulliken charge.
Element x y z (Å)
N: -0.57217 2.02961 0.04917  -0.5366
N: -1.99783 -0.79314 -0.42108  -0.6527
C: -0.11156 0.73103 -0.15748  -0.0164
C: -0.95884 -0.32407 0.49388  -0.4700
H: -1.07518 2.49028 -0.69880  0.2454
H: -1.12078 2.19337 0.88524  0.2446
H: -2.51400 -1.54343 0.02958  0.2387
H: -1.54118 -1.20453 -1.23271  0.2225
H: 0.22410 0.67332 -1.19446  0.3144
H: -1.42144 0.02356 1.42457  0.3468
C: 1.59927 -0.04659 0.31450  -0.4683
C: 2.35841 -0.93389 -0.30839  -0.5371
H: 1.93580 -1.66417 -0.98834  0.2318
H: 2.05859 0.64209 1.02280  0.2410
H: -0.25260 -1.13741 0.81918  0.3263
H: 3.38942 -1.13604 -0.03764  0.2699

---

Entry 6:
Molecular formula: C4H10N2
Method: DFT, ωB97M-V/def2-TZVPD

Properties
- Electronic energy: -267.91175 hartree
- Charge: 0
- 2S+1: 1
- Maximum force: 2.0 eV Å⁻¹
- Molar mass: 86.14 g mol⁻¹
- Structure (SMILES): CC/N=C(/C)N

Each line ends with the Mulliken charge.
Element x y z (Å)
C: 1.13688 -0.47913 0.90342  -0.4347
C: -2.13729 -0.27802 -0.90339  -1.1586
C: 2.29445 -0.43485 -0.17320  -1.0001
C: -0.96585 0.12625 -0.05463  0.7177
N: -1.10599 1.35444 0.56378  -0.4611
N: -0.02624 -0.70525 0.10341  -0.4369
H: -1.78664 1.98855 0.18361  0.2299
H: -0.27437 1.79131 0.92995  0.1641
H: 1.29211 -1.36235 1.52800  0.2682
H: 1.12544 0.43451 1.51723  0.2760
H: -1.96247 -1.27276 -1.30723  0.3113
H: -2.27309 0.42793 -1.72887  0.3124
H: -3.05011 -0.28763 -0.30426  0.3039
H: 3.22932 -0.20063 0.32990  0.3552
H: 2.13415 0.31245 -0.94976  0.2704
H: 2.36970 -1.41480 -0.63795  0.2825

---

Entry 7:
Molecular formula: C4H10N2
Method: DFT, ωB97M-V/def2-TZVPD

Properties
- Electronic energy: -267.86025 hartree
- Charge: 0
- 2S+1: 1
- Maximum force: 1.9 eV Å⁻¹
- Molar mass: 86.14 g mol⁻¹
- Structure (SMILES): CC/C=N/NC

Each line ends with the Mulliken charge.
Element x y z (Å)
C: 2.56704 0.20536 -0.41478  -1.0920
C: 1.47284 -0.48971 0.44719  -0.2245
C: 0.08612 -0.07326 0.10275  -0.0950
C: -2.50772 0.58727 0.06124  -0.8341
H: 3.57832 -0.12459 -0.11222  0.3149
H: 2.53217 1.29263 -0.37686  0.3187
H: 2.50319 -0.11691 -1.45656  0.3188
H: 1.61874 -0.28433 1.55633  0.1959
H: 1.53028 -1.55289 0.33305  0.2550
H: -0.12958 1.03019 -0.01617  0.2550
H: -2.59138 -1.46057 -0.19194  0.2703
H: -3.64663 0.49056 0.09202  0.2928
H: -2.17717 0.74672 1.11566  0.3527
H: -2.09454 1.43661 -0.56637  0.2559
N: -0.72949 -1.01213 -0.14377  -0.3302
N: -2.01219 -0.67498 -0.42957  -0.2542

---

Entry 8:
Molecular formula: C4H10N2
Method: DFT, ωB97M-V/def2-TZVPD

Properties
- Electronic energy: -267.78305 hartree
- Charge: 0
- 2S+1: 1
- Maximum force: 0.4 eV Å⁻¹
- Molar mass: 86.14 g mol⁻¹

Each line ends with the Mulliken charge.
Element x y z (Å)
C: 0.48783 0.37311 0.24773  0.3389
C: -1.91684 0.33134 0.61327  -0.6067
C: 1.43509 1.44112 -0.25789  -1.5463
N: -0.93308 0.68651 -0.19771  -0.2643
C: 0.52662 -0.90875 -0.49383  -0.6293
N: 0.00677 -2.04206 0.16149  -0.5298
H: -0.73904 -0.01368 -1.12982  0.3504
H: 0.52386 0.29031 1.33734  0.4049
H: -0.82528 -1.81629 0.71725  0.2351
H: 1.29841 -1.09540 -1.23123  0.3811
H: -2.92282 0.28490 0.21998  0.2616
H: -1.74075 0.13602 1.66430  0.3412
H: -0.22243 -2.79033 -0.48359  0.2187
H: 1.37107 1.52041 -1.34563  0.3076
H: 1.18662 2.41329 0.16972  0.3710
H: 2.46397 1.18950 0.00861  0.3661

---

> Look up the charge of the seventh one.

0